Entry 1:
ORCA calculation (ωB97M-V with the def2-TZVPD basis set) on a molecular structure, C2H3BrO3S at a distorted geometry.

## Properties
HOMO energy: -10.70 eV
total charge: 0
spin multiplicity: 1
energy above the lowest of the compared OMol25 structures with the same formula, charge and spin: 28.3 kcal/mol
max |F|: 5.16 eV Å⁻¹

Last column: Löwdin charge in e.
CARTESIAN COORDINATES (ANGSTROEM)
C  1.016892  0.435012  0.344891  -0.3236
C  -0.299451  0.667912  -0.590190  -0.7481
O  -0.338502  -2.158369  -0.854375  -0.2357
O  -1.884218  -1.080149  0.686105  -0.3297
O  0.667311  -0.682844  1.029022  -0.2105
S  -0.662730  -1.077163  -0.023454  0.6421
Br  -1.659068  1.608220  0.113649  0.9032
H  1.980613  0.205620  -0.089419  0.1180
H  1.163459  1.333266  0.971863  0.1180
H  0.015695  0.748498  -1.588094  0.0664

Cartesian forces, eV/Å:
-0.062 3.170 -0.713
3.479 -3.434 1.657
0.804 -0.966 -1.106
-0.340 -0.634 0.605
-2.932 -2.730 0.318
1.057 1.493 1.598
-1.402 2.681 0.329
0.055 0.466 -1.252
-0.239 -0.453 0.100
-0.420 0.405 -1.536

---

Entry 2:
ORCA calculation (ωB97M-V with the def2-TZVPD basis set) on a single C3H4N2O molecule at a distorted geometry.

## Properties
HOMO energy: -9.33 eV
total charge: 0
spin multiplicity: 1
energy above the lowest of the compared OMol25 structures with the same formula, charge and spin: 85.6 kcal/mol
max |F|: 4.08 eV Å⁻¹
SMILES string: Nc1cnco1

Last column: Löwdin charge in e.
CARTESIAN COORDINATES (ANGSTROEM)
N  1.680849  0.077229  0.047939  0.0656
C  0.290612  -0.090354  -0.057063  -0.4658
C  -0.389581  0.873741  0.543286  -0.0785
N  -1.777637  0.563674  0.360111  0.0880
C  -1.744204  -0.546817  -0.315702  -0.2021
O  -0.505683  -1.033190  -0.626557  0.0753
H  2.183578  -0.524581  0.677089  0.0996
H  2.179055  0.395875  -0.764213  0.0988
H  0.770371  1.292657  0.797887  0.1861
H  -2.562468  -1.164682  -0.686444  0.1330

Cartesian forces, eV/Å:
0.541 -1.197 -0.735
0.602 -0.063 0.019
1.182 -0.565 -0.384
0.598 0.004 0.044
0.019 0.353 0.166
0.085 -0.012 0.001
0.190 -0.260 -0.247
0.213 -0.342 -0.163
-3.589 1.649 1.039
0.158 0.433 0.262

---

Question: What is the formula in the second record?
Answer: C3H4N2O

---

Please write out number 1 again, unchanged.
ORCA calculation (ωB97M-V with the def2-TZVPD basis set) on a molecular structure, C2H3BrO3S at a distorted geometry.

## Properties
HOMO energy: -10.70 eV
total charge: 0
spin multiplicity: 1
energy above the lowest of the compared OMol25 structures with the same formula, charge and spin: 28.3 kcal/mol
max |F|: 5.16 eV Å⁻¹

Last column: Löwdin charge in e.
CARTESIAN COORDINATES (ANGSTROEM)
C  1.016892  0.435012  0.344891  -0.3236
C  -0.299451  0.667912  -0.590190  -0.7481
O  -0.338502  -2.158369  -0.854375  -0.2357
O  -1.884218  -1.080149  0.686105  -0.3297
O  0.667311  -0.682844  1.029022  -0.2105
S  -0.662730  -1.077163  -0.023454  0.6421
Br  -1.659068  1.608220  0.113649  0.9032
H  1.980613  0.205620  -0.089419  0.1180
H  1.163459  1.333266  0.971863  0.1180
H  0.015695  0.748498  -1.588094  0.0664

Cartesian forces, eV/Å:
-0.062 3.170 -0.713
3.479 -3.434 1.657
0.804 -0.966 -1.106
-0.340 -0.634 0.605
-2.932 -2.730 0.318
1.057 1.493 1.598
-1.402 2.681 0.329
0.055 0.466 -1.252
-0.239 -0.453 0.100
-0.420 0.405 -1.536

---

Copy entry 2 word for word.
ORCA calculation (ωB97M-V with the def2-TZVPD basis set) on a single C3H4N2O molecule at a distorted geometry.

## Properties
HOMO energy: -9.33 eV
total charge: 0
spin multiplicity: 1
energy above the lowest of the compared OMol25 structures with the same formula, charge and spin: 85.6 kcal/mol
max |F|: 4.08 eV Å⁻¹
SMILES string: Nc1cnco1

Last column: Löwdin charge in e.
CARTESIAN COORDINATES (ANGSTROEM)
N  1.680849  0.077229  0.047939  0.0656
C  0.290612  -0.090354  -0.057063  -0.4658
C  -0.389581  0.873741  0.543286  -0.0785
N  -1.777637  0.563674  0.360111  0.0880
C  -1.744204  -0.546817  -0.315702  -0.2021
O  -0.505683  -1.033190  -0.626557  0.0753
H  2.183578  -0.524581  0.677089  0.0996
H  2.179055  0.395875  -0.764213  0.0988
H  0.770371  1.292657  0.797887  0.1861
H  -2.562468  -1.164682  -0.686444  0.1330

Cartesian forces, eV/Å:
0.541 -1.197 -0.735
0.602 -0.063 0.019
1.182 -0.565 -0.384
0.598 0.004 0.044
0.019 0.353 0.166
0.085 -0.012 0.001
0.190 -0.260 -0.247
0.213 -0.342 -0.163
-3.589 1.649 1.039
0.158 0.433 0.262

---

Question: Which of these has the lowest energy above the lowest of the compared OMol25 structures with the same formula, charge and spin?
Answer: C2H3BrO3S